Record 1
Formula: C35H45FN2O12S
Source: the Open Molecules 2025 dataset
Level of theory: the ωB97M-V functional and the def2-TZVPD basis

The SMILES is C[C@H](O)COc1cc(F)cc2c1N(N)c1ccccc1S2.O=C1CCCO1.O=C1CCCO1.O=C1CCCO1.O=C1CCCO1.O=C1CCCO1. The calculation puts the gap between HOMO and LUMO at 8.28 eV.

XYZ file:
```
96
C35H45FN2O12S the ωB97M-V functional and the def2-TZVPD basis
C -4.23 1.67 1.45
C -3.05 1.70 0.51
O -2.87 2.96 -0.13
C -3.01 0.56 -0.50
O -1.63 0.20 -0.61
C -1.17 -0.24 -1.81
C -1.59 -1.48 -2.29
C -1.09 -1.95 -3.49
F -1.55 -3.13 -3.96
C -0.17 -1.23 -4.23
C 0.26 -0.01 -3.72
C -0.22 0.53 -2.52
N 0.29 1.80 -2.13
N 0.07 2.28 -0.82
C 0.23 2.80 -3.12
C -0.32 4.07 -2.89
C -0.31 5.01 -3.91
C 0.23 4.72 -5.15
C 0.76 3.46 -5.39
C 0.77 2.51 -4.37
S 1.47 0.92 -4.61
H -4.23 0.75 2.04
H -5.20 1.74 0.94
H -4.16 2.51 2.15
H -2.15 1.58 1.12
H -3.61 3.11 -0.73
H -3.38 0.89 -1.47
H -3.63 -0.29 -0.17
H -2.30 -2.05 -1.72
H 0.22 -1.60 -5.17
H -0.90 2.56 -0.70
H 0.25 1.52 -0.18
H -0.74 4.31 -1.92
H -0.74 5.99 -3.71
H 0.23 5.46 -5.93
H 1.17 3.20 -6.35
O -3.55 3.39 4.46
C -2.38 3.50 4.23
C -1.30 4.13 5.10
C -0.14 4.33 4.13
C -0.39 3.21 3.13
O -1.81 3.02 3.10
H -1.06 3.42 5.90
H -1.67 5.05 5.55
H 0.85 4.27 4.56
H -0.24 5.30 3.64
H 0.07 2.27 3.45
H -0.05 3.44 2.12
O 4.98 -1.40 1.25
C 3.99 -1.31 0.59
C 3.81 -1.63 -0.88
C 2.48 -0.95 -1.22
C 1.77 -1.00 0.12
O 2.81 -0.91 1.11
H 3.75 -2.71 -0.99
H 4.65 -1.24 -1.46
H 1.92 -1.43 -2.02
H 2.65 0.09 -1.51
H 1.24 -1.95 0.27
H 1.07 -0.18 0.28
O 1.62 -5.99 -0.45
C 2.59 -5.83 0.23
C 3.38 -6.86 1.02
C 4.21 -6.00 1.97
C 4.38 -4.72 1.17
O 3.17 -4.61 0.38
H 3.99 -7.42 0.32
H 2.70 -7.54 1.52
H 5.16 -6.45 2.26
H 3.64 -5.80 2.88
H 5.23 -4.76 0.49
H 4.47 -3.83 1.79
O -7.05 -1.36 -1.30
C -6.43 -2.23 -1.82
C -5.34 -3.10 -1.22
C -4.66 -3.69 -2.45
C -5.80 -3.72 -3.46
O -6.63 -2.59 -3.11
H -5.81 -3.86 -0.60
H -4.68 -2.50 -0.60
H -4.21 -4.67 -2.29
H -3.88 -3.02 -2.81
H -6.41 -4.63 -3.38
H -5.48 -3.60 -4.49
O 2.96 3.87 5.32
C 3.21 2.99 4.55
C 3.89 1.66 4.81
C 4.27 1.19 3.41
C 3.18 1.84 2.56
O 2.86 3.07 3.24
H 3.17 1.00 5.29
H 4.74 1.80 5.47
H 4.30 0.11 3.29
H 5.24 1.59 3.13
H 2.28 1.23 2.50
H 3.50 2.08 1.55
```



Record 2
Formula: C35H45FN6O4PRuSeSi
Source: the Open Molecules 2025 dataset
Level of theory: the ωB97M-V functional and the def2-TZVPD basis

The total charge is +2. As for the energy above the lowest of the compared OMol25 structures with the same formula, charge and spin: 191.0 kJ/mol. The calculation puts the gap between HOMO and LUMO (spin up / spin down) at 6.46 / 6.73 eV. Its spin multiplicity is 2.

XYZ file:
```
95
C35H45FN6O4PRuSeSi the ωB97M-V functional and the def2-TZVPD basis
Ru 0.41 -0.95 -0.27
C -6.01 -4.22 0.76
C -6.18 -2.77 0.33
N -4.93 -2.22 -0.17
C -4.13 -1.55 0.70
C -2.94 -0.98 0.36
C -2.10 -0.36 1.46
O -2.59 -0.16 2.56
O -0.87 -0.15 1.17
C -2.49 -1.00 -1.00
O -1.50 -0.37 -1.45
C -3.30 -1.82 -1.89
C -2.86 -2.03 -3.20
C -3.59 -2.79 -4.08
F -3.10 -2.93 -5.33
C -4.80 -3.39 -3.70
C -5.23 -3.19 -2.39
C -4.51 -2.42 -1.47
N -5.54 -4.24 -4.54
C -4.97 -4.71 -5.79
C -5.88 -5.80 -6.36
N -6.59 -6.45 -5.23
C -7.59 -5.50 -4.66
C -6.98 -4.09 -4.66
H -6.97 -4.63 1.05
H -5.34 -4.30 1.60
H -5.61 -4.82 -0.06
H -6.48 -2.17 1.19
H -6.94 -2.65 -0.44
H -4.48 -1.47 1.72
H -1.94 -1.56 -3.51
H -6.14 -3.67 -2.08
H -3.98 -5.13 -5.57
H -4.84 -3.92 -6.54
H -5.29 -6.54 -6.90
H -6.62 -5.39 -7.05
H -5.89 -6.66 -4.51
H -7.04 -7.32 -5.52
H -7.84 -5.83 -3.65
H -8.50 -5.53 -5.26
H -7.38 -3.50 -3.84
H -7.24 -3.57 -5.59
C 1.31 0.74 -5.04
Si 1.43 -1.16 -4.93
C 3.24 -1.70 -5.22
C 0.18 -1.99 -6.11
C 1.01 -1.71 -3.20
C 0.84 -1.79 -1.99
H 1.48 1.08 -6.07
H 2.05 1.22 -4.41
H 0.33 1.10 -4.73
H 3.51 -1.53 -6.26
H 3.40 -2.75 -5.00
H 3.93 -1.13 -4.60
H 0.55 -1.99 -7.13
H -0.77 -1.46 -6.11
H -0.03 -3.02 -5.83
Se 1.42 2.25 -0.44
N 1.68 0.50 -0.99
C 3.00 0.24 -0.94
C 3.61 -1.00 -1.12
C 5.00 -1.10 -1.08
C 5.78 0.02 -0.86
C 5.20 1.27 -0.64
C 3.81 1.39 -0.66
N 3.14 2.52 -0.36
H 3.01 -1.89 -1.29
H 5.46 -2.06 -1.23
H 6.86 -0.07 -0.85
H 5.81 2.14 -0.44
O 1.78 0.34 1.64
N 1.68 0.99 2.75
C 0.58 0.91 3.52
C 0.47 1.62 4.70
C 1.52 2.42 5.12
C 2.63 2.52 4.30
C 2.69 1.80 3.13
H -0.23 0.30 3.16
H -0.44 1.54 5.28
H 1.47 2.97 6.05
H 3.46 3.16 4.57
H 3.53 1.85 2.45
C 1.76 -3.63 1.28
P 0.12 -3.14 0.63
C -0.99 -3.48 2.05
C -0.31 -4.53 -0.49
H 1.68 -4.52 1.90
H 2.18 -2.81 1.87
H 2.43 -3.83 0.44
H -0.77 -4.47 2.45
H -2.03 -3.45 1.71
H -0.86 -2.74 2.83
H -0.05 -5.47 -0.01
H 0.24 -4.43 -1.43
H -1.38 -4.51 -0.72
```



Record 3
Formula: C35H45IN8O6S2
Source: the Open Molecules 2025 dataset
Level of theory: the ωB97M-V functional and the def2-TZVPD basis

The calculation puts the gap between HOMO and LUMO at 7.24 eV.

XYZ file:
```
97
C35H45IN8O6S2 the ωB97M-V functional and the def2-TZVPD basis
C 6.59 -2.30 0.31
S 5.16 -2.71 -0.67
O 4.95 -4.11 -0.60
O 5.35 -2.17 -1.95
C 3.80 -1.77 0.06
O 2.85 -1.24 -0.84
S 1.91 -0.35 0.12
O 0.65 -0.28 -0.43
O 2.56 0.85 0.40
O 2.00 -1.32 1.37
C 2.97 -2.38 1.12
I 1.80 -4.09 0.54
H 6.34 -1.49 0.99
H 6.84 -3.17 0.88
H 7.35 -1.98 -0.38
H 4.31 -0.92 0.52
H 3.45 -2.66 2.04
N 1.36 2.64 -1.93
C 0.18 2.76 -2.61
C 0.31 3.82 -3.47
C 1.61 4.35 -3.30
C 2.24 3.60 -2.34
H 1.55 1.95 -1.23
H -0.64 2.09 -2.42
H -0.46 4.17 -4.14
H 2.04 5.19 -3.82
H 3.23 3.67 -1.93
N -0.07 -1.32 3.99
C -0.93 -0.25 3.86
C -1.82 -0.30 4.89
C -1.49 -1.43 5.69
C -0.41 -2.03 5.11
H 0.68 -1.53 3.36
H -0.83 0.44 3.04
H -2.62 0.40 5.07
H -1.99 -1.76 6.58
H 0.14 -2.92 5.38
N 4.34 -5.73 -3.58
C 3.99 -6.84 -4.28
C 3.89 -6.49 -5.60
C 4.19 -5.11 -5.69
C 4.47 -4.66 -4.43
H 4.47 -5.69 -2.58
H 3.84 -7.79 -3.79
H 3.63 -7.15 -6.41
H 4.21 -4.50 -6.59
H 4.74 -3.69 -4.05
N -4.07 2.82 3.38
C -4.13 3.41 4.62
C -5.37 3.98 4.75
C -6.08 3.73 3.54
C -5.26 3.01 2.72
H -3.28 2.33 3.02
H -3.30 3.37 5.29
H -5.72 4.52 5.61
H -7.09 4.04 3.31
H -5.41 2.62 1.73
N -3.34 -2.40 2.43
C -4.33 -1.99 1.59
C -5.22 -3.02 1.44
C -4.73 -4.11 2.22
C -3.57 -3.69 2.82
H -2.55 -1.84 2.72
H -4.33 -0.99 1.18
H -6.11 -3.01 0.84
H -5.18 -5.08 2.33
H -2.90 -4.20 3.49
N 1.34 -1.88 7.92
C 0.88 -1.13 8.97
C 1.50 -1.57 10.11
C 2.37 -2.63 9.73
C 2.25 -2.79 8.38
H 1.06 -1.77 6.96
H 0.15 -0.35 8.81
H 1.34 -1.18 11.10
H 3.01 -3.20 10.38
H 2.74 -3.48 7.71
N 0.88 4.76 -6.94
C 0.65 3.62 -7.66
C 0.52 3.98 -8.97
C 0.68 5.39 -9.05
C 0.90 5.84 -7.77
H 1.00 4.80 -5.94
H 0.59 2.66 -7.18
H 0.33 3.31 -9.79
H 0.64 6.00 -9.93
H 1.07 6.84 -7.40
N -3.42 3.59 -4.90
C -4.04 2.46 -4.44
C -5.29 2.82 -4.00
C -5.42 4.22 -4.21
C -4.25 4.66 -4.77
H -2.49 3.62 -5.27
H -3.54 1.51 -4.46
H -6.02 2.15 -3.59
H -6.28 4.83 -3.99
H -3.94 5.65 -5.08
```